Entry 1:
Formula: C26H46OP2Ru
Source: the OMol25 dataset
Level of theory: ωB97M-V/def2-TZVPD

HOMO-LUMO gap (spin up / spin down)   6.4781 / 5.3605 eV
E   -1870.47603 hartree
Expectation value of S²   8.8130
Net charge   +1
E_HOMO (spin up / spin down)   -9.308 / -9.676 eV
Multiplicity   6

```
76
Properties=species:S:1:pos:R:3:forces:R:3
Ru -0.566931 -0.315059 -0.673410 1.539 0.976 2.583
C -0.423850 -1.850001 2.144514 0.905 -0.613 -0.511
C 0.933983 -2.179035 1.906384 -1.974 -0.069 -0.145
C 0.852159 -0.703599 3.671121 1.571 -0.542 -1.061
C -0.474131 -0.944383 3.234464 0.314 -0.731 0.275
C 1.715103 -1.411790 2.816177 -0.516 1.626 2.082
C -1.661698 -2.590050 1.845810 -0.915 -0.519 0.207
H -1.536432 -3.300262 1.031328 -0.287 0.072 0.230
H -2.477749 -1.862565 1.640872 0.287 -0.676 -0.111
H -1.967963 -3.168439 2.751235 0.110 0.307 -0.574
C -1.697630 -0.620273 3.989330 -0.153 0.319 0.297
H -2.495106 -0.242054 3.340083 0.096 -0.265 0.275
H -1.464902 0.145852 4.732261 -0.254 -0.134 0.069
H -2.068996 -1.515759 4.516435 0.077 0.247 -0.147
C 1.259110 -0.027949 4.916167 0.174 0.284 0.409
H 1.690266 -0.768822 5.603050 0.003 0.249 0.018
H 0.403945 0.429763 5.417976 0.206 0.042 0.024
H 2.014524 0.744379 4.740989 0.004 0.009 0.142
C 3.179631 -1.498983 2.994218 0.689 0.030 0.025
H 3.429678 -2.047212 3.926784 -0.030 0.274 -0.431
H 3.604116 -0.481440 3.090169 0.043 -0.457 0.017
H 3.673289 -2.019057 2.153082 -0.135 0.298 0.438
C 1.577893 -3.244387 1.110519 0.095 -0.410 -0.114
H 2.068612 -3.989029 1.757643 -0.166 0.221 0.013
H 2.390387 -2.826124 0.509291 -0.068 -0.045 -0.211
H 0.890841 -3.792179 0.477022 0.042 -0.053 -0.050
C -1.947360 0.895761 -3.615157 0.385 1.965 -0.247
C -1.874670 -0.538423 -3.321796 -1.183 -1.118 -1.685
C -1.051463 -1.462829 -4.178262 -0.132 -0.234 -0.028
C 0.474459 -1.292097 -3.916530 -0.100 -0.535 0.266
C 0.692985 -0.571462 -2.607006 0.203 -0.269 0.817
C 0.424433 0.818534 -2.454737 2.835 1.032 -0.753
C 0.421369 1.653655 -3.805058 0.038 0.159 1.133
C -0.909289 1.529040 -4.542073 -0.665 -0.089 -0.529
H -1.212153 -1.349859 -5.270248 -0.270 0.089 0.563
H 0.958927 -0.766096 -4.767441 -0.228 -0.140 0.646
H -1.373304 -2.477087 -3.901803 0.275 0.237 -0.381
H -0.837525 0.960715 -5.478272 0.135 0.221 0.151
H -2.964190 1.322775 -3.751069 0.670 -0.442 -0.260
H -2.727182 -0.989619 -2.794670 0.513 0.241 -0.399
H -1.267561 2.543085 -4.783038 0.092 -0.453 -0.177
H 0.543779 2.698776 -3.466804 0.232 -0.392 -0.512
H 1.065964 1.335536 -1.663522 -0.557 -0.845 -2.666
H 1.276720 1.340990 -4.418696 -0.166 0.248 0.330
H 0.927842 -2.297804 -3.872811 -0.075 0.497 -0.008
H 1.302252 -1.074834 -1.852731 0.314 0.137 -0.355
P -1.430520 1.283845 -1.899496 -1.621 0.409 0.573
P 1.286090 1.518180 0.183984 0.173 0.593 1.223
C -0.983388 2.921446 -1.270931 0.136 1.121 0.581
C 0.490961 3.132104 -0.665213 0.069 -0.265 -1.052
H -1.763228 3.152383 -0.508790 0.647 -0.113 -0.372
H -1.191991 3.611986 -2.109258 0.397 0.141 0.429
H 1.157045 3.436009 -1.492697 -0.252 0.054 0.343
H 0.487225 3.989344 0.051602 -0.006 -0.935 -0.386
C 2.126567 2.408121 1.565230 0.060 0.084 0.590
H 2.228275 1.687775 2.391725 0.001 0.291 -0.080
H 1.566913 3.289413 1.911341 0.262 -0.405 -0.046
H 3.149934 2.705687 1.277625 -0.485 -0.007 -0.054
C 2.907737 0.653002 -0.263660 0.068 0.580 -1.008
H 3.613536 1.306947 -0.818024 -0.294 -0.459 0.313
H 2.728167 -0.274007 -0.828742 0.165 0.490 0.156
H 3.362114 0.385954 0.708642 -0.385 0.201 -0.402
C -3.103632 0.879133 -1.291269 -0.587 0.343 0.403
H -3.090236 -0.107305 -0.822083 -0.318 0.155 0.119
H -3.741902 0.853449 -2.171392 -0.307 -0.031 0.405
H -3.455073 1.608178 -0.559197 -0.050 -0.221 -0.144
C -1.006474 -2.243220 -1.017917 -0.384 -1.730 -1.018
H -0.361109 -3.022890 -0.540650 -0.649 0.956 -0.453
H -0.819794 -2.239259 -2.104628 -0.511 -1.064 0.904
H -2.071007 -2.433390 -0.782512 0.468 -0.068 -0.279
C -0.784158 1.813608 2.118335 -0.415 -0.274 0.626
C -1.541722 0.877983 1.170687 -3.596 -1.764 0.452
O -2.733401 0.547563 1.409700 4.117 1.340 -0.769
H 0.165226 1.326604 2.388996 -0.433 0.378 -0.263
H -1.334831 1.896322 3.068498 -0.163 0.131 -0.457
H -0.629502 2.834737 1.718335 -0.082 -0.680 0.011
```
Positions in Å, forces in eV/Å.

Entry 2:
Formula: C26H47FeN2S3
Source: the OMol25 dataset
Level of theory: ωB97M-V/def2-TZVPD

HOMO-LUMO gap (spin up / spin down)   7.2303 / 5.7008 eV
E   -3586.69650 hartree
Expectation value of S²   8.7772
E_HOMO (spin up / spin down)   -6.766 / -7.278 eV
Multiplicity   6

```
79
Properties=species:S:1:pos:R:3:forces:R:3
Fe -0.207589 0.787736 0.063499 0.239 -0.972 -0.840
C -0.466981 -1.444228 -0.959851 0.168 0.322 -0.041
C -1.672296 -0.818530 -1.383597 0.190 0.236 0.030
C -1.295656 0.224177 -2.311991 0.107 -0.154 0.270
C 0.120929 0.208211 -2.374902 0.039 -0.103 0.282
C 0.643622 -0.835292 -1.581346 -0.185 0.340 0.344
C 2.055834 -1.362977 -1.624986 0.169 0.003 0.031
C 2.472918 -1.920173 -0.260212 -0.055 0.099 -0.195
C 2.094196 -2.483082 -2.679803 0.053 0.165 0.174
C 3.053824 -0.272064 -2.034393 -0.190 -0.113 0.091
C -2.082620 1.062798 -3.319786 -0.165 0.215 -0.098
C -2.990076 2.146310 -2.717257 0.118 -0.134 -0.102
C -2.898607 0.124701 -4.224859 0.095 0.138 0.107
C -1.123921 1.827355 -4.252228 -0.149 -0.131 0.105
C -3.001326 -1.434851 -0.959559 -0.223 -0.088 0.029
C -3.353002 -2.577607 -1.930980 -0.052 0.174 0.145
C -4.152524 -0.430229 -0.878609 0.124 -0.118 -0.012
C -2.898113 -2.070925 0.439042 0.008 0.151 -0.134
H -0.417393 -2.330183 -0.355074 0.004 -0.068 0.248
H 0.723621 0.812733 -3.022249 0.089 0.226 -0.067
H 1.839787 -2.749331 0.040569 -0.114 -0.137 0.074
H 2.397028 -1.142800 0.499235 0.022 0.041 0.103
H 3.501527 -2.276966 -0.299514 0.128 -0.073 0.024
H 1.466447 -3.318050 -2.380000 -0.089 -0.126 0.042
H 3.112287 -2.841056 -2.823487 0.146 -0.098 -0.011
H 1.723410 -2.107340 -3.631052 -0.019 0.025 -0.109
H 2.953701 0.604543 -1.397125 0.026 0.024 -0.009
H 2.895346 0.031766 -3.065459 0.001 0.072 -0.162
H 4.071450 -0.652217 -1.949073 0.129 -0.066 -0.050
H -3.691870 1.756885 -1.992888 -0.061 0.023 0.095
H -3.554172 2.625227 -3.518807 -0.060 0.050 -0.058
H -2.386150 2.907748 -2.226541 -0.039 0.048 -0.031
H -3.773277 -0.272781 -3.721636 -0.059 -0.100 0.039
H -2.272167 -0.701869 -4.555577 -0.007 -0.120 -0.047
H -3.241445 0.664628 -5.104996 -0.092 0.097 -0.120
H -0.498155 2.517671 -3.689450 0.112 0.042 0.000
H -1.714634 2.411473 -4.957935 -0.028 0.038 -0.025
H -0.495512 1.148246 -4.824780 0.104 -0.027 -0.042
H -3.515688 -2.217977 -2.940859 -0.012 0.030 -0.145
H -4.256753 -3.083898 -1.593667 -0.140 -0.069 0.005
H -2.545617 -3.306086 -1.954555 0.099 -0.079 -0.019
H -4.472521 -0.089777 -1.856421 -0.033 0.096 -0.074
H -3.850959 0.426288 -0.277985 -0.012 0.143 0.027
H -5.013169 -0.888386 -0.395299 -0.121 -0.113 0.018
H -2.234075 -2.929527 0.446629 0.127 -0.115 0.042
H -3.882018 -2.419494 0.749750 -0.105 -0.072 -0.017
H -2.544552 -1.352432 1.174518 -0.008 -0.026 0.008
C -3.563459 3.220602 2.259319 0.005 0.067 0.002
C -2.450085 2.289558 1.881518 0.095 0.880 -1.506
S -1.751747 2.560837 0.335364 -0.433 0.053 0.740
C -2.073117 1.283415 2.726019 1.032 -1.361 0.431
C -2.732677 1.087762 4.059162 0.037 0.023 0.044
S -0.852974 0.125736 2.330007 -0.422 0.284 0.111
H -3.724152 3.949502 1.467278 -0.050 -0.027 0.096
H -3.322427 3.748402 3.181694 -0.080 0.063 0.102
H -4.485996 2.658931 2.418052 -0.062 0.044 0.051
H -3.791865 0.858753 3.931752 -0.082 0.029 0.035
H -2.652395 1.985735 4.672619 -0.074 0.075 0.041
H -2.261259 0.262554 4.588548 -0.074 0.038 0.004
C 2.691761 -1.153400 4.620677 0.126 0.244 -0.064
C 2.834366 0.311190 4.206345 0.185 -0.327 0.248
N 2.295008 0.559406 2.882587 0.087 -0.022 -0.228
C 2.903839 1.102832 1.825363 -0.087 -0.079 0.337
S 2.021258 1.955687 0.666319 -0.586 0.419 -0.535
N 4.243991 1.063503 1.659725 -0.046 0.151 -0.019
C 5.140233 -0.031570 1.981774 0.376 -0.229 0.194
C 6.496621 0.491762 2.438334 -0.253 -0.161 -0.005
H 3.131722 -1.305156 5.604476 -0.019 -0.037 0.081
H 3.188076 -1.816037 3.912925 0.028 -0.021 -0.040
H 1.642067 -1.432069 4.659045 -0.106 -0.043 0.005
H 3.876317 0.632390 4.239799 -0.075 0.031 -0.016
H 2.278577 0.937625 4.915749 0.119 -0.027 -0.139
H 1.273042 0.567666 2.835586 0.238 0.156 -0.080
H 4.537156 1.582921 0.841025 -0.200 -0.018 0.104
H 5.279238 -0.650011 1.084627 -0.124 0.013 0.150
H 4.696934 -0.660508 2.749465 -0.043 -0.014 -0.079
H 6.936078 1.115755 1.664799 0.113 0.083 -0.067
H 7.163941 -0.344543 2.628433 0.127 -0.043 0.004
H 6.408833 1.082399 3.347163 -0.031 0.059 0.071
```
Positions in Å, forces in eV/Å.

- Among the records above, which one has the highest E?
  C26H46OP2Ru

- The lowest E belongs to which entry?
  C26H47FeN2S3

- The lowest expectation value of S² belongs to which entry?
  C26H47FeN2S3

- The lowest E belongs to which entry?
  C26H47FeN2S3